The following is a DFT calculation (ωB97M-V/def2-TZVPD) of a 13-piece molecular cluster, C48H125O42P3S10 overall in a non-equilibrium geometry.

XYZ file:
```
228
Properties=species:S:1:pos:R:3:forces:R:3:lowdin_charge:R:1
O -3.129 0.233 0.514 0.4 0.1 1.4 -0.28
S -3.423 -1.098 0.093 -0.3 -1.0 -2.3 0.61
O -2.908 -2.326 0.709 -1.3 1.9 -0.1 -0.31
O -5.024 -1.042 -0.063 0.5 -0.4 0.5 -0.25
C -5.702 -2.178 -0.696 2.2 -0.7 0.2 -0.25
C -7.150 -1.976 -0.678 -0.5 0.2 1.5 -0.06
C -2.844 -1.177 -1.594 0.3 -0.5 1.1 -0.11
H -5.352 -3.076 -0.135 -0.6 0.4 -0.4 0.13
H -5.321 -2.254 -1.699 0.2 0.0 -0.6 0.11
H -7.506 -1.157 -1.270 0.0 0.3 -0.5 0.06
H -7.379 -1.773 0.367 -0.5 0.0 0.1 0.10
H -7.624 -2.898 -0.946 -0.4 -0.5 -0.3 0.09
H -1.765 -1.022 -1.345 -0.6 -0.2 -0.9 0.07
H -3.284 -0.356 -2.174 0.2 -0.4 0.2 0.03
H -3.086 -2.191 -1.979 0.5 0.7 0.1 0.08
O 3.252 -4.496 4.607 -1.1 -0.4 0.0 -0.27
S 4.603 -4.198 4.885 3.5 1.3 -0.1 0.60
O 5.694 -5.067 4.540 -0.9 -0.2 0.0 -0.30
O 5.033 -2.813 4.087 -1.6 -0.3 1.4 -0.26
C 4.021 -1.767 4.371 -0.6 -0.3 1.4 -0.29
C 3.367 -1.313 3.134 0.5 -0.3 -2.4 -0.08
C 4.903 -3.706 6.600 -0.2 0.0 0.3 -0.11
H 4.469 -0.937 4.943 0.2 -0.5 -0.1 0.11
H 3.184 -2.233 4.981 1.2 0.6 -0.4 0.12
H 4.019 -0.710 2.460 -0.1 -0.5 0.5 0.09
H 2.524 -0.652 3.328 -0.3 -0.4 0.1 0.08
H 3.127 -2.260 2.564 -0.4 1.2 0.4 0.10
H 4.633 -4.493 7.314 -0.4 0.0 -0.5 0.07
H 4.365 -2.779 6.875 0.4 -0.5 -0.3 0.07
H 5.993 -3.643 6.699 -0.3 0.5 -0.3 0.08
O 1.843 2.207 2.278 0.3 1.5 3.3 -0.24
S 1.596 1.908 0.947 0.1 -2.3 -2.6 0.51
O 2.611 2.193 -0.025 0.1 0.2 -0.2 -0.27
O 1.313 0.355 1.030 0.3 -0.1 -0.4 -0.27
C 1.116 -0.410 -0.201 0.8 -0.4 0.4 -0.20
C 0.726 -1.792 0.299 -0.9 0.0 0.0 -0.03
C 0.087 2.496 0.346 -1.1 -0.5 1.6 -0.10
H 2.055 -0.377 -0.791 -0.5 -0.3 0.6 0.10
H 0.363 0.091 -0.773 -0.7 0.1 -0.4 0.08
H 0.144 -2.404 -0.392 0.5 0.1 -0.6 0.08
H -0.023 -1.715 1.096 0.3 0.4 0.2 0.06
H 1.579 -2.347 0.661 0.2 -0.2 0.0 0.05
H -0.089 2.213 -0.663 0.1 -0.2 -1.0 0.03
H 0.185 3.548 0.476 -0.4 1.0 0.0 0.04
H -0.729 2.075 0.987 0.7 0.6 -0.4 0.09
O -3.054 -4.980 -1.604 0.1 1.1 -1.1 -0.26
S -2.662 -6.137 -0.907 1.4 -1.4 1.5 0.54
O -2.733 -7.446 -1.487 0.2 0.2 -0.2 -0.27
O -1.147 -5.907 -0.372 -1.4 0.9 -0.4 -0.28
C -0.407 -6.997 0.232 -1.2 -0.2 -0.6 -0.26
C 0.634 -6.428 1.131 0.6 -0.9 1.2 -0.06
C -3.626 -6.161 0.540 -1.3 -1.0 0.7 -0.13
H -0.012 -7.534 -0.626 0.3 -0.4 0.2 0.12
H -1.135 -7.648 0.767 0.6 0.3 -0.2 0.12
H 1.379 -5.797 0.659 -0.1 0.1 -0.3 0.07
H 1.159 -7.321 1.541 -0.1 0.6 -0.1 0.10
H 0.218 -5.893 1.996 0.0 -0.1 -0.3 0.08
H -4.508 -6.735 0.230 -0.1 0.4 -0.3 0.08
H -3.962 -5.165 0.834 0.5 -0.1 0.1 0.06
H -3.283 -6.821 1.350 0.6 0.7 -0.2 0.08
O 4.289 -1.824 -1.185 0.0 0.9 0.2 -0.26
S 4.424 -3.199 -0.873 0.9 -1.3 -0.6 0.56
O 3.332 -3.943 -0.326 -0.4 0.0 0.2 -0.30
O 4.870 -3.869 -2.270 -0.3 0.5 1.2 -0.25
C 4.796 -5.319 -2.300 0.6 0.5 -1.6 -0.24
C 6.136 -5.894 -2.722 -0.5 -1.2 0.1 -0.05
C 5.898 -3.543 0.098 0.1 1.8 0.0 -0.10
H 4.017 -5.507 -3.056 0.3 -0.3 0.5 0.11
H 4.531 -5.676 -1.336 -0.5 -0.4 0.8 0.09
H 6.239 -6.858 -2.238 -0.4 -0.7 -0.1 0.07
H 7.012 -5.448 -2.307 0.4 1.2 0.0 0.07
H 6.217 -6.076 -3.789 0.1 0.4 -0.1 0.08
H 6.673 -2.940 -0.478 -0.6 -1.2 1.0 0.10
H 6.008 -4.618 0.113 0.4 -0.2 -0.3 0.06
H 5.820 -3.219 1.173 -0.2 0.0 -1.2 0.08
O 3.431 2.044 6.084 -0.3 -0.9 0.7 -0.30
S 4.614 1.729 6.848 0.4 1.2 -2.6 0.53
O 4.824 0.586 7.650 -0.6 -0.9 0.6 -0.25
O 5.784 1.635 5.779 0.3 0.4 -0.2 -0.28
C 5.795 2.590 4.629 -0.4 -1.1 1.0 -0.20
C 5.223 1.835 3.456 1.1 0.7 -0.5 -0.07
C 5.017 3.153 7.722 0.2 1.0 0.8 -0.14
H 6.836 2.899 4.596 -0.1 0.1 -0.3 0.12
H 5.117 3.414 4.869 0.3 0.1 0.0 0.10
H 5.174 2.514 2.616 0.0 0.2 -0.4 0.08
H 4.211 1.646 3.725 -0.8 -0.8 0.0 0.05
H 5.817 0.967 3.122 -0.4 0.2 0.5 0.10
H 6.071 3.013 8.058 -0.8 0.7 -0.3 0.10
H 4.343 3.174 8.568 0.0 -0.2 0.5 0.06
H 4.700 4.077 7.175 0.9 -0.9 0.1 0.10
O 2.967 6.030 -2.136 0.0 -0.7 -0.8 -0.27
S 3.506 6.601 -0.955 -0.3 3.1 0.1 0.58
O 4.266 7.839 -1.046 -0.9 -1.6 0.5 -0.28
O 2.244 6.927 0.001 0.6 0.5 -0.1 -0.25
C 1.051 6.185 -0.262 -0.8 -2.2 -1.0 -0.29
C 0.005 6.453 0.819 0.3 1.5 -0.2 -0.06
C 4.483 5.439 -0.141 1.5 -0.8 -0.4 -0.13
H 1.395 5.117 -0.287 -0.7 0.6 0.1 0.10
H 0.615 6.362 -1.282 0.7 0.2 0.8 0.13
H -0.822 5.735 0.922 0.5 0.0 -0.5 0.06
H -0.434 7.480 0.618 0.5 -1.1 0.5 0.11
H 0.562 6.461 1.757 -0.4 0.2 0.2 0.05
H 4.793 5.683 0.858 -0.4 0.4 0.5 0.07
H 5.410 5.540 -0.741 -0.4 -0.4 0.2 0.09
H 4.125 4.413 -0.205 -0.3 0.1 -0.1 0.06
O 2.039 4.242 8.599 -1.1 -0.5 -0.9 -0.28
S 1.039 4.189 7.554 -0.9 0.6 -0.9 0.64
O -0.129 5.064 7.574 1.1 -0.8 0.4 -0.31
O 1.858 4.547 6.224 -0.6 -0.2 0.5 -0.26
C 1.112 4.908 5.041 -0.6 -0.1 -0.3 -0.26
C 2.129 5.176 3.996 0.2 0.4 -1.1 -0.06
C 0.362 2.500 7.253 0.3 1.9 -0.7 -0.07
H 0.470 5.768 5.190 0.0 0.3 0.6 0.11
H 0.434 4.105 4.689 0.5 0.0 0.4 0.11
H 1.643 5.368 3.036 0.0 -0.1 0.1 0.06
H 2.700 4.292 3.882 0.7 -1.0 -0.3 0.05
H 2.845 5.984 4.144 -0.3 0.2 0.6 0.09
H -0.089 2.309 8.186 -0.3 -0.8 1.1 0.06
H 1.154 1.864 6.937 0.7 -0.6 0.2 0.04
H -0.422 2.491 6.486 0.4 0.6 0.3 0.04
O -1.343 4.040 2.906 0.0 -0.2 -0.5 -0.29
S -2.692 4.367 3.253 1.1 -1.1 2.7 0.58
O -3.672 4.679 2.289 -0.7 0.2 -1.0 -0.26
O -3.190 3.074 4.149 0.1 1.6 -0.3 -0.27
C -4.608 2.770 4.033 -0.7 -0.7 1.2 -0.25
C -5.044 1.657 5.018 2.4 0.3 -0.1 -0.04
C -2.523 5.687 4.438 -1.1 -0.3 2.1 -0.11
H -4.690 2.413 3.037 -0.8 0.0 -0.9 0.10
H -5.248 3.634 4.273 0.5 0.0 -0.5 0.12
H -4.428 0.753 4.872 -0.1 0.3 0.0 0.07
H -6.049 1.341 4.786 -0.5 0.3 0.4 0.08
H -4.820 2.016 6.048 -0.8 -0.4 -0.5 0.09
H -1.813 6.428 4.074 -0.4 0.1 -0.2 0.07
H -2.180 5.338 5.433 0.7 -0.5 -0.9 0.07
H -3.498 6.051 4.843 0.4 0.3 -1.4 0.09
O -1.319 -2.017 5.685 0.9 -0.1 0.4 -0.28
S -2.271 -2.125 4.639 -3.4 -0.8 -0.2 0.58
O -3.659 -2.486 4.980 2.4 0.3 -0.6 -0.31
O -2.470 -0.740 3.920 0.5 0.2 -1.0 -0.29
C -1.404 0.193 3.443 -0.7 -0.3 0.6 -0.19
C -0.881 0.906 4.646 1.6 0.0 1.0 -0.10
C -1.728 -3.240 3.333 -0.1 2.0 -0.1 -0.11
H -2.026 0.922 2.894 0.5 -0.6 -0.3 0.10
H -0.620 -0.294 2.830 -0.7 0.1 0.2 0.12
H -0.171 1.692 4.312 -0.5 -0.2 0.1 0.08
H -0.284 0.254 5.366 -1.0 0.6 -1.0 0.10
H -1.743 1.353 5.159 0.4 0.0 0.0 0.07
H -1.745 -4.208 3.748 -0.2 -1.2 0.5 0.05
H -0.694 -2.980 3.080 -0.2 0.0 -0.1 0.07
H -2.441 -3.076 2.500 0.7 -0.3 0.6 0.04
C 3.565 1.811 -3.379 -0.8 -0.9 0.7 -0.04
C 2.194 1.144 -2.961 1.4 1.3 -1.0 -0.17
O 1.318 1.333 -4.149 1.5 0.0 1.0 -0.17
P -0.210 1.165 -4.029 -0.8 1.4 -1.3 0.38
O -0.732 1.323 -2.671 -0.6 -0.1 0.7 -0.22
O -0.759 2.261 -5.098 0.0 -1.3 0.3 -0.17
C -1.247 3.521 -4.717 0.0 1.1 1.2 -0.27
C -0.152 4.322 -4.006 -0.9 -1.7 1.5 -0.06
O -0.469 -0.169 -4.781 1.5 0.0 0.8 -0.17
C -1.733 -0.732 -5.019 0.0 0.1 -2.6 -0.20
C -2.144 -0.143 -6.439 -0.6 0.0 1.2 -0.03
H 3.530 2.881 -3.567 -0.6 0.1 0.0 0.07
H 4.305 1.688 -2.588 -0.1 -0.2 0.2 0.07
H 3.949 1.316 -4.256 0.1 -0.2 -0.4 0.06
H 2.309 0.062 -2.792 0.0 0.5 -0.1 0.11
H 1.825 1.669 -2.060 -0.2 -0.4 -0.8 0.08
H -1.647 4.042 -5.565 0.2 0.0 -1.0 0.11
H -2.132 3.451 -4.068 0.2 -0.4 0.2 0.10
H 0.787 4.301 -4.524 0.3 0.3 -0.3 0.08
H -0.489 5.288 -3.698 -0.1 0.9 -0.3 0.07
H -0.024 3.797 -3.024 0.3 0.3 -0.7 0.07
H -1.562 -1.799 -5.061 0.1 -0.4 -0.4 0.12
H -2.369 -0.625 -4.172 -1.0 0.8 0.3 0.07
H -3.125 -0.534 -6.694 -0.1 -0.2 -0.2 0.06
H -2.258 0.973 -6.400 0.4 -1.2 0.0 0.06
H -1.411 -0.426 -7.224 -0.4 0.1 0.7 0.07
C -0.062 -6.157 -7.648 0.3 0.1 -0.9 -0.06
C 1.295 -5.606 -7.222 -0.4 -2.9 -0.2 -0.31
O 1.074 -4.420 -6.535 0.9 1.2 0.7 -0.17
P 2.356 -3.965 -5.678 -0.8 2.1 0.4 0.39
O 3.658 -4.148 -6.295 0.4 -0.2 -0.4 -0.21
O 2.278 -4.705 -4.292 -0.7 -0.4 0.2 -0.19
C 1.067 -4.665 -3.496 -0.9 -0.7 0.3 -0.19
C 0.219 -5.960 -3.629 1.1 0.3 0.8 -0.02
O 1.913 -2.446 -5.332 0.7 -0.1 -0.8 -0.20
C 2.469 -1.369 -6.212 0.5 -1.4 -0.3 -0.20
C 1.733 -1.183 -7.529 0.0 1.5 0.4 -0.06
H -0.245 -6.047 -8.718 -0.1 0.4 0.0 0.07
H -0.159 -7.214 -7.479 0.2 -0.5 0.3 0.07
H -0.831 -5.667 -7.076 -0.4 0.2 0.1 0.07
H 1.720 -6.376 -6.552 0.1 0.4 0.1 0.12
H 2.023 -5.548 -8.027 -0.1 0.6 -0.2 0.12
H 1.367 -4.606 -2.469 0.6 0.2 0.6 0.10
H 0.539 -3.736 -3.715 -0.2 -0.2 -0.1 0.11
H -0.344 -5.988 -4.495 -1.4 0.4 -1.8 0.04
H 0.857 -6.806 -3.763 1.0 -0.5 0.1 0.08
H -0.428 -6.272 -2.802 0.2 0.8 0.1 0.05
H 2.408 -0.424 -5.683 0.0 -0.2 0.5 0.09
H 3.548 -1.665 -6.414 -1.3 0.5 0.3 0.13
H 1.724 -1.990 -8.188 0.0 -2.0 -0.7 0.05
H 0.693 -0.795 -7.504 0.8 -0.1 0.5 0.07
H 2.375 -0.478 -8.066 -0.3 0.4 0.0 0.09
C -8.506 2.016 -1.587 -1.7 0.5 -0.3 -0.08
C -7.085 1.763 -1.230 1.0 1.7 1.1 -0.28
O -6.426 0.838 -2.090 0.0 0.3 0.0 -0.18
P -5.476 1.278 -3.265 -0.3 0.1 -0.5 0.39
O -4.804 0.084 -3.783 0.7 0.0 0.4 -0.22
O -6.502 1.895 -4.314 0.0 -0.1 1.2 -0.16
C -6.059 2.517 -5.496 -0.2 1.0 -0.7 -0.29
C -4.899 1.820 -6.106 0.9 0.2 -0.5 -0.11
O -4.606 2.545 -2.821 -0.5 0.0 0.0 -0.20
C -3.706 2.555 -1.626 0.5 0.2 -1.9 -0.19
C -3.333 3.987 -1.213 -1.8 -1.0 1.1 -0.03
H -8.609 2.549 -2.532 0.2 -0.2 -0.2 0.08
H -9.077 1.105 -1.658 0.0 -0.6 -0.2 0.07
H -9.132 2.618 -0.885 1.1 -0.2 0.0 0.10
H -6.547 2.754 -1.237 -0.3 -1.0 0.0 0.13
H -6.964 1.342 -0.231 -0.1 0.0 0.0 0.12
H -6.893 2.502 -6.172 -0.7 0.1 -0.2 0.11
H -5.807 3.570 -5.273 -0.1 -0.3 -0.1 0.13
H -5.096 0.762 -6.319 0.2 0.3 0.5 0.09
H -4.580 2.273 -7.057 -0.2 0.1 0.3 0.10
H -4.112 2.005 -5.370 0.5 -0.7 -0.5 0.05
H -4.240 1.998 -0.904 -0.2 -0.4 1.2 0.08
H -2.840 1.992 -1.997 0.0 0.1 0.6 0.09
H -2.589 4.409 -1.829 1.0 0.4 -0.6 0.04
H -4.224 4.629 -1.253 0.2 -0.2 -0.1 0.09
H -3.048 3.976 -0.141 0.2 0.0 -0.7 0.07
```
Positions in Å, forces in eV/Å.

For the HOMO-LUMO gap, the calculation gives 10.7866 eV. As for the LUMO energy: 0.219 eV. Its net charge is 0. The energy above the lowest of the compared OMol25 structures with the same formula, charge and spin is 0.0908 eV.